1.
# CHNO3S

A single CHNO3S molecule (wB97M-V/def2-TZVPD, OMol25).

## Properties
ΔE to the lowest compared entry with this formula, charge and spin = 331.8 kJ/mol
M = 107.1 g mol⁻¹
total charge = 0
SMILES = O=NOC(O)=S
LUMO level = -0.711 eV
highest occupied orbital energy = -9.121 eV
orbital gap = 8.41 eV
electronic energy = -19517.1153 eV

Geometry (Å):
1 C 0.03 0.45 0.14
2 N 0.40 -1.58 -1.18
3 O 0.14 -2.27 -0.26
4 O 0.36 -0.19 -1.03
5 O -0.40 1.68 0.03
6 S 0.36 -0.19 1.55
7 H -0.89 2.09 0.75

---

2.
# CHNO3S

A single CHNO3S molecule (wB97M-V/def2-TZVPD, OMol25).

## Properties
ΔE to the lowest compared entry with this formula, charge and spin = 611.3 kJ/mol
M = 107.1 g mol⁻¹
total charge = 0
LUMO level (alpha / beta) = -0.111 / -0.114 eV
highest occupied orbital energy (alpha / beta) = -8.204 / -8.215 eV
orbital gap (alpha / beta) = 8.09 / 8.10 eV
electronic energy = -19514.2189 eV

Geometry (Å):
1 C -0.85 -0.24 -0.47
2 N 0.97 1.16 -0.34
3 O -0.16 0.73 -0.91
4 O -0.58 -0.90 0.64
5 O 1.16 0.81 0.93
6 S 1.05 -0.84 1.25
7 H -1.59 -0.72 -1.10

---

3.
# CHNO4S

2 unconnected molecules or ions with the total composition CHNO4S (wB97M-V/def2-TZVPD, OMol25).

## Properties
ΔE to the lowest compared entry with this formula, charge and spin = 506.1 kJ/mol
M = 123.1 g mol⁻¹
total charge = -2
LUMO level (alpha / beta) = 6.471 / 6.867 eV
highest occupied orbital energy (alpha / beta) = 0.130 / 0.650 eV
orbital gap (alpha / beta) = 6.34 / 6.22 eV
electronic energy = -21562.4335 eV

Geometry (Å):
1 C 0.12 0.33 0.59
2 N 1.24 -0.38 0.68
3 O 3.43 -1.02 1.29
4 O -0.24 1.31 -0.04
5 O 2.91 -1.12 -1.16
6 O 4.42 2.06 -0.07
7 S 2.77 -0.36 0.13
8 H -0.60 0.06 1.55